[1]
DFT (wB97M-V/def2-TZVPD) results for a molecular structure, C47H43Br2N6OP2Tb at a distorted geometry.

Last column: Mulliken spin population.
Atoms and positions in Å:
H1 3.140 1.298 0.501  -0.0016
H2 -3.850 -0.035 3.136  -0.0001
C1 1.601 3.933 -0.663  -0.0037
C2 4.859 -1.704 -1.042  -0.0013
N1 -6.080 -4.963 -1.352  0.0007
C3 2.304 5.740 0.764  -0.0002
N2 0.074 -3.293 2.683  -0.0005
C4 -4.000 -3.465 -1.055  0.0004
Br1 2.939 -6.907 -1.333  -0.0001
C5 0.016 -2.076 5.160  0.0000
C6 5.639 -0.627 -0.651  0.0007
C7 -2.295 1.396 3.523  -0.0009
H3 2.567 6.111 1.745  0.0000
C8 2.636 -2.789 -1.247  0.0060
C9 3.647 0.451 0.053  -0.0015
N3 -0.668 2.634 -1.362  0.0032
C10 -3.079 0.593 2.706  -0.0001
H4 -0.262 -3.316 -2.630  -0.0009
H5 1.280 -0.573 -4.918  -0.0002
C11 -1.357 2.249 2.961  -0.0002
H6 -1.377 -3.618 5.725  0.0000
C12 -1.944 1.465 0.755  0.0027
C13 -4.481 2.171 -2.105  -0.0014
P1 -1.969 1.501 -1.098  0.0255
C14 -3.538 -3.177 0.227  0.0036
C15 2.328 6.593 -0.327  -0.0001
H7 -2.558 4.227 -0.206  0.0004
H8 -0.776 2.910 3.592  -0.0001
C16 -4.503 4.706 -0.967  -0.0006
H9 1.129 0.408 3.130  0.0020
H10 -0.773 3.194 -2.201  -0.0001
H11 1.414 4.419 -2.756  -0.0005
C17 1.940 4.410 0.599  0.0004
H12 0.785 -5.011 1.752  0.0002
C18 0.701 -3.550 -2.201  -0.0021
C19 0.398 -1.988 2.750  -0.0026
C20 3.079 2.020 -2.690  0.0045
H13 -6.449 4.910 -1.845  0.0000
H14 1.882 -0.064 4.663  0.0000
C21 -3.395 2.611 -1.356  -0.0077
N4 0.409 -1.373 3.944  -0.0005
H15 -2.440 1.383 4.596  0.0000
C22 5.022 0.467 -0.062  -0.0008
C23 -5.151 -4.299 -1.227  0.0004
C24 -5.592 4.263 -1.710  0.0002
C25 -1.179 2.287 1.585  -0.0017
C26 -1.076 -3.076 4.831  0.0000
H16 -0.641 -4.306 0.970  -0.0005
Br2 7.497 -0.646 -0.924  0.0001
C27 -5.580 3.000 -2.279  -0.0002
C28 1.125 0.706 -3.201  -0.0115
H17 3.611 0.065 -5.402  -0.0001
C29 1.763 1.662 -2.406  0.0107
H18 -1.775 -1.675 -2.850  0.0007
N5 1.411 -2.517 -1.731  0.0072
O1 0.741 -1.355 1.696  -0.0076
H19 -4.468 1.183 -2.550  -0.0006
P2 0.923 2.257 -0.886  0.0024
C30 3.118 -4.083 -1.111  -0.0007
C31 -3.352 -2.908 -2.156  0.0021
H20 -0.509 3.024 1.165  0.0009
H21 -4.057 -3.585 1.085  0.0001
C32 -3.406 3.884 -0.786  0.0008
H22 1.923 3.749 1.458  -0.0015
C33 2.339 -5.142 -1.556  -0.0004
C34 0.945 -0.031 4.103  -0.0004
C35 0.297 -4.075 1.476  0.0034
H23 4.075 -4.269 -0.645  0.0000
Tb1 0.269 -0.504 -0.347  5.9789
N6 2.873 -0.557 -0.357  0.0097
H24 2.597 7.633 -0.197  0.0000
H25 -3.730 -3.102 -3.151  0.0002
H26 4.760 1.735 -3.984  0.0000
H27 -0.331 -1.334 5.878  0.0000
H28 5.600 1.312 0.284  0.0000
C36 -2.902 0.626 1.333  0.0005
C37 -1.720 -1.816 -0.694  -0.0156
H29 -4.508 5.693 -0.524  0.0000
C38 3.097 0.504 -4.558  0.0000
H30 0.076 0.456 -3.028  0.0166
C39 3.485 -1.638 -0.858  -0.0041
C40 1.788 0.140 -4.282  -0.0108
H31 -6.425 2.660 -2.863  0.0000
H32 0.218 -4.693 4.238  0.0000
H33 3.578 2.765 -2.082  -0.0004
H34 0.879 -2.589 5.596  0.0000
H35 -2.127 -2.114 1.402  -0.0026
C41 -2.430 -2.359 0.387  0.0075
H36 5.315 -2.567 -1.506  -0.0003
C42 3.742 1.443 -3.763  -0.0018
C43 2.008 6.116 -1.593  -0.0003
H37 -1.326 -4.655 3.380  0.0000
C44 1.648 4.791 -1.764  -0.0030
H38 0.506 -5.650 -2.574  -0.0001
C45 -2.240 -2.105 -1.965  -0.0001
C46 1.123 -4.865 -2.161  -0.0002
H39 0.945 -3.529 0.797  -0.0010
H40 -1.947 -2.547 4.436  0.0000
C47 -0.530 -4.032 3.792  0.0001
H41 -3.546 0.039 0.688  0.0005
H42 0.232 0.587 4.646  -0.0001
H43 2.041 6.776 -2.449  0.0001

## Properties
Spin multiplicity: 7
Lowest unoccupied orbital energy (spin up / spin down) in eV: -5.493 / -5.438
Largest force on an atom in Eh/bohr: 0.0284
ΔE to the lowest compared entry with this formula, charge and spin in eV: 0.000
Gap between HOMO and LUMO (spin up / spin down) in hartree: 0.277 / 0.280
Net charge: +2
⟨S²⟩: 12.6997



[2]
DFT (wB97M-V/def2-TZVPD) results for a molecular structure, C47H43ClN3PRu at a distorted geometry.

Last column: Mulliken spin population.
Atoms and positions in Å:
C1 -1.740 -3.761 2.412  0.0018
H1 1.279 3.173 3.804  -0.0001
H2 3.278 3.722 0.096  -0.0019
C2 -1.634 -0.376 4.543  0.0001
H3 5.721 2.385 -4.522  0.0000
H4 -1.596 -0.014 5.568  0.0000
C3 2.871 -2.976 -1.493  0.0060
C4 4.061 3.063 0.454  -0.0006
C5 0.123 1.009 1.426  -0.0284
H5 -4.478 0.182 -2.704  -0.0001
C6 2.606 -0.720 -0.695  0.0272
C7 -0.765 0.477 3.655  0.0030
H6 -0.774 -3.272 2.412  0.0009
N1 -2.437 -2.438 0.462  0.0048
C8 4.733 2.035 -4.257  0.0008
H7 -3.113 2.333 0.608  -0.0009
C9 -1.775 5.941 0.289  0.0079
H8 -2.767 -2.649 -0.467  -0.0025
H9 -4.155 -0.336 -1.050  -0.0001
C10 -0.896 -2.914 -3.457  0.0025
C11 5.014 0.855 0.634  0.0019
C12 -2.687 -0.976 -2.496  -0.0185
H10 1.421 2.713 1.402  -0.0080
H11 1.546 -2.971 1.631  0.0004
H12 3.403 -1.248 -2.633  -0.0011
C13 -0.667 0.231 2.273  -0.0146
C14 -2.895 -1.613 -3.719  0.0018
N2 -1.461 -0.849 1.805  0.0146
H13 6.906 3.127 2.281  0.0000
H14 4.039 1.955 -6.286  0.0000
H15 -5.882 -4.241 0.553  0.0000
H16 -0.206 -3.665 -3.819  0.0003
C15 -4.163 -5.085 2.338  -0.0007
C16 2.994 -1.620 -1.701  0.0064
C17 -1.138 4.928 -0.369  -0.0136
P1 2.638 1.101 -0.837  -0.0510
H17 -1.959 -1.353 2.521  -0.0011
C18 2.334 -3.469 -0.297  0.0032
C19 3.142 1.381 -2.560  0.0145
C20 -2.905 5.673 1.062  -0.0150
C21 4.411 1.828 -2.924  -0.0021
C22 1.937 -2.597 0.694  0.0263
H18 2.244 -4.537 -0.148  -0.0001
H19 1.875 -0.543 1.327  -0.0307
C23 -2.748 3.350 0.515  -0.0056
C24 2.522 1.344 -4.910  0.0007
C25 3.791 1.793 -5.246  -0.0006
C26 2.221 1.153 -3.575  0.0050
C27 -0.051 1.534 4.192  -0.0036
H20 3.196 -3.668 -2.260  0.0007
H21 -3.452 -6.183 4.037  0.0001
H22 -2.204 -3.041 -5.157  0.0000
C28 6.051 1.372 1.399  0.0006
H23 -5.110 -5.609 2.305  0.0000
C29 0.808 2.075 2.025  -0.0435
H24 -3.775 -1.354 -4.297  0.0000
H25 -2.684 -0.354 4.232  0.0001
C30 -2.691 -3.420 1.455  -0.0019
C31 -3.919 -4.088 1.402  0.0006
C32 -1.544 -1.320 -1.768  0.0341
H26 -0.110 2.755 -1.592  -0.0067
C33 0.729 2.343 3.379  0.0038
Cl1 0.616 0.577 -3.169  0.0008
H27 -1.398 6.952 0.205  0.0003
H28 -4.255 4.151 1.772  0.0003
H29 -1.439 1.567 -0.929  -0.0294
C34 -3.232 -5.410 3.313  0.0012
C35 -2.017 -4.745 3.348  -0.0005
H30 -5.126 -2.662 0.327  0.0000
C36 -1.675 -1.307 0.559  0.0414
C37 -4.938 -3.737 0.355  -0.0003
H31 -3.234 0.983 -1.754  0.0010
H32 1.777 1.148 -5.669  -0.0002
H33 -0.116 1.728 5.255  -0.0001
H34 6.823 0.713 1.772  0.0000
C38 5.103 3.576 1.210  -0.0007
C39 2.084 -1.218 0.506  0.0120
C40 4.018 1.702 0.156  0.0013
C41 6.096 2.729 1.684  0.0000
Ru1 0.401 0.627 -0.541  1.1014
H35 5.136 4.633 1.437  -0.0001
H36 -3.409 6.478 1.581  -0.0011
H37 5.149 2.013 -2.154  -0.0002
C42 -3.382 4.367 1.169  0.0088
N3 -1.261 -0.681 -0.514  -0.0436
C43 -3.689 0.018 -1.973  0.0024
C44 -2.014 -2.566 -4.203  -0.0012
H38 -0.263 5.140 -0.972  0.0000
C45 -0.972 2.551 -0.974  -0.0190
H39 0.196 -2.547 -1.640  -0.0020
C46 -0.668 -2.292 -2.242  -0.0162
H40 -4.612 -4.040 -0.645  0.0001
H41 -1.314 -1.423 4.556  0.0001
H42 -1.274 -4.999 4.092  0.0000
H43 4.984 -0.204 0.411  0.0002
C47 -1.610 3.602 -0.279  0.0261

## Properties
Spin multiplicity: 2
Lowest unoccupied orbital energy (spin up / spin down) in eV: -3.154 / -3.558
Largest force on an atom in Eh/bohr: 0.0533
ΔE to the lowest compared entry with this formula, charge and spin in eV: 2.409
Gap between HOMO and LUMO (spin up / spin down) in hartree: 0.229 / 0.212
Net charge: +1
⟨S²⟩: 0.7871



[3]
DFT (wB97M-V/def2-TZVPD) results for a molecular structure, C47H43CsI2N7O3PS at a distorted geometry.

Last column: Löwdin charge in e.
Atoms and positions in Å:
H1 -1.179 3.683 -6.156  0.0710
N1 2.839 -3.375 -2.582  -0.0780
I1 0.980 -9.158 -2.345  0.7403
C1 -2.597 -0.385 7.998  -0.1115
C2 -3.248 -1.237 5.770  -0.3653
H2 -5.366 2.641 3.225  0.1039
C3 0.893 5.840 -5.187  -1.0726
C4 3.185 -0.116 -5.297  -0.0931
C5 -7.911 -0.736 6.760  -0.0736
O1 -0.693 0.331 -3.282  -0.3067
H3 4.090 4.632 -2.470  0.1017
C6 -0.690 -5.458 -1.130  -0.6801
C7 -3.562 -0.964 7.116  -0.0954
C8 -8.566 -1.965 6.839  -0.1127
C9 3.287 -0.641 -6.610  -0.0703
H4 -2.553 -0.861 -4.802  0.0990
C10 4.108 -2.799 -3.061  -0.2019
H5 -0.544 0.251 8.169  0.0965
H6 -5.144 -0.246 0.059  0.1319
C11 3.917 -2.121 -4.344  -0.2817
C12 -2.201 0.161 -5.085  -0.0622
C13 -1.341 -0.159 7.542  -0.1346
H7 4.367 -2.005 -2.295  0.1360
H8 5.544 4.912 -0.053  0.1525
C14 -5.338 1.285 1.597  -0.1035
H9 -1.808 -1.043 4.161  0.1165
H10 3.820 -4.804 -1.334  0.1304
C15 -1.967 -0.875 5.240  -0.0882
H11 -5.529 2.095 0.865  0.1188
P1 -4.535 -2.048 4.663  1.1107
H12 7.081 3.128 5.383  0.1051
N2 4.479 2.965 -0.099  0.0492
C16 -0.540 -6.777 -1.239  -0.3135
C17 6.816 3.424 4.336  -0.0636
C18 -0.720 3.333 -3.593  -0.1470
H13 4.274 -2.144 -7.738  0.1198
H14 1.706 7.096 -6.441  0.0460
C19 -6.620 -0.714 6.240  -0.1115
H15 -6.060 -3.986 5.971  0.0984
C20 -5.238 -0.055 1.169  -0.0662
H16 -0.831 3.120 -2.532  0.0925
H17 4.596 -3.610 -5.714  0.1070
C21 -6.623 -3.074 6.204  -0.1288
I2 -2.556 -4.579 -0.960  0.8750
O2 2.956 1.891 -1.220  -0.0871
H18 3.678 3.115 -3.297  0.0737
C22 -1.248 2.327 -4.525  -0.1504
C23 4.233 3.531 -2.470  0.0191
C24 -2.166 1.939 -6.753  -0.1694
C25 0.675 -7.236 -1.565  -0.7655
C26 3.870 2.753 -1.224  -0.5361
C27 -7.903 -3.130 6.671  -0.1176
H19 -4.667 0.900 4.878  0.0993
C28 1.797 -6.340 -1.500  -0.1291
C29 2.911 -4.120 -1.328  -0.2277
H20 4.887 -3.495 -3.096  0.0913
N3 7.205 3.184 1.987  0.0894
H21 -1.452 -7.405 -1.200  0.0937
N4 3.342 -0.879 -4.204  0.0935
C30 -4.865 0.610 3.834  -0.0986
H22 4.093 2.381 0.739  0.1967
H23 0.072 -0.396 5.841  0.1260
H24 -3.088 0.118 -7.070  0.0761
H25 -5.130 -2.093 1.774  0.1135
C31 -6.013 -1.879 5.826  -0.3831
H26 -2.781 -0.040 9.068  0.1177
H27 -6.161 0.265 6.243  0.0979
H28 -8.359 0.143 7.104  0.0828
N5 1.552 6.063 -6.362  -0.0265
C32 7.688 3.195 3.225  -0.1352
C33 4.080 -2.655 -5.613  -0.0403
C34 5.602 3.796 0.211  -0.1537
H29 8.715 3.023 3.367  0.0807
C35 -5.251 1.606 2.905  -0.0934
H30 2.753 -6.756 -1.750  0.0717
H31 0.984 5.737 -7.183  0.0836
C36 0.405 -4.526 -0.891  -0.4551
C37 5.457 3.659 4.030  -0.0723
N6 0.539 4.563 -5.096  -0.0859
H32 5.314 3.358 -2.761  0.0955
C38 -2.520 0.682 -6.326  -0.1895
C39 1.750 -4.985 -1.270  -0.1906
H33 3.927 4.079 2.506  0.1281
C40 -1.334 0.896 -4.205  -0.4551
H34 -8.337 -4.147 6.797  0.1190
H35 2.533 -4.131 -3.229  0.1352
C41 5.954 3.613 1.678  -0.2762
C42 -4.737 -0.715 3.460  -0.4221
C43 -1.487 2.718 -5.824  -0.0990
H36 2.857 0.933 -5.104  0.1297
N7 0.104 4.279 -3.831  -0.0836
C44 3.805 -1.893 -6.747  -0.1023
H37 -2.205 2.269 -7.792  0.0728
H38 -4.587 -1.178 7.456  0.0818
H39 4.781 3.957 4.798  0.0845
Cs1 1.197 -0.741 -1.511  1.0135
O3 0.174 -3.364 -0.383  -0.2859
H40 3.043 -3.435 -0.536  0.0962
C45 5.003 3.866 2.687  -0.0116
C46 -5.024 -1.037 2.133  -0.1104
H41 -9.618 -1.825 7.188  0.1135
S1 0.592 7.001 -3.984  0.2919
H42 6.576 3.438 -0.259  0.1293
C47 -1.041 -0.396 6.166  -0.0962
H43 2.843 -0.052 -7.419  0.1117

## Properties
Spin multiplicity: 1
Lowest unoccupied orbital energy in eV: 2.937
Largest force on an atom in Eh/bohr: 0.0935
ΔE to the lowest compared entry with this formula, charge and spin in eV: 0.521
Gap between HOMO and LUMO in hartree: 0.140
Net charge: -2